1.
The following is a quantum chemistry calculation of the molecule C6H12O at a distorted geometry, from OMol25.

Calculated values
HOMO-LUMO gap: 10.9 eV
Total charge: 0
ΔE to the lowest compared entry with this formula, charge and spin: 2.277 eV
SMILES: C[C@H]1CO[C@@H](C)C1
Calculated total energy: -8462.0766 eV

Last column: natural (NBO) charge in e.
Positions of all 19 atoms, in Å:
O1 -0.19 -0.99 -0.86  -0.55
C1 2.01 -0.29 0.90  -0.63
C2 1.09 0.72 0.20  -0.20
C3 -1.05 0.05 -0.39  0.10
C4 -0.33 0.72 0.77  -0.45
C5 0.83 -0.13 -1.33  -0.12
C6 -2.45 -0.47 -0.12  -0.63
H1 0.48 0.13 -2.38  0.20
H2 1.53 1.74 0.21  0.21
H3 -0.44 0.13 1.70  0.20
H4 -2.41 -1.36 0.53  0.22
H5 2.04 -0.26 1.99  0.21
H6 -2.97 -0.75 -1.04  0.22
H7 -0.77 1.71 0.95  0.21
H8 1.64 -1.27 0.61  0.22
H9 -0.77 0.82 -1.19  0.18
H10 -3.05 0.28 0.41  0.21
H11 3.04 -0.17 0.54  0.21
H12 1.78 -0.61 -1.50  0.18

***

2.
The following is a quantum chemistry calculation of the molecule C6H12O at a distorted geometry, from OMol25.

Calculated values
HOMO-LUMO gap: 10.8 eV
Total charge: 0
ΔE to the lowest compared entry with this formula, charge and spin: 1.190 eV
SMILES: CCC(C=O)CC
Calculated total energy: -8463.1639 eV

Last column: natural (NBO) charge in e.
Positions of all 19 atoms, in Å:
O1 2.15 -1.34 0.60  -0.52
C1 -0.13 1.38 -0.07  -0.38
C2 1.59 -0.48 -0.03  0.45
C3 0.14 -0.08 0.17  -0.34
C4 -0.91 -2.34 -0.40  -0.61
C5 0.49 2.34 0.96  -0.65
C6 -0.75 -0.88 -0.78  -0.37
H1 -0.34 -0.78 -1.80  0.20
H2 -0.11 -0.33 1.21  0.22
H3 2.11 0.06 -0.85  0.10
H4 -1.53 -2.87 -1.13  0.21
H5 1.02 3.23 0.59  0.22
H6 -1.24 1.47 0.07  0.19
H7 0.06 -2.83 -0.33  0.22
H8 1.03 1.91 1.81  0.21
H9 0.05 1.73 -1.09  0.21
H10 -1.73 -0.38 -0.80  0.21
H11 -1.40 -2.42 0.58  0.20
H12 -0.51 2.59 1.26  0.23

***

3.
The following is a quantum chemistry calculation of the molecule C6H12O, from OMol25.

Calculated values
HOMO-LUMO gap: 10.5 eV
Total charge: 0
ΔE to the lowest compared entry with this formula, charge and spin: 1.021 eV
SMILES: C[C@H]1OCC1(C)C
Calculated total energy: -8463.3332 eV

Last column: natural (NBO) charge in e.
Positions of all 19 atoms, in Å:
O1 0.84 1.73 -0.02  -0.54
C1 1.09 0.31 0.02  0.12
C2 -0.63 -0.55 1.72  -0.60
C3 -0.56 1.54 0.22  -0.05
C4 -1.18 -0.79 -0.72  -0.61
C5 -0.40 0.01 0.32  -0.10
C6 1.73 -0.18 -1.26  -0.64
H1 1.09 0.00 -2.13  0.21
H2 -0.85 -1.84 -0.74  0.21
H3 -1.17 1.89 -0.63  0.17
H4 1.95 -1.26 -1.20  0.21
H5 1.75 0.07 0.87  0.17
H6 -1.70 -0.52 1.98  0.21
H7 -0.30 -1.59 1.79  0.21
H8 -0.08 0.04 2.47  0.21
H9 -1.07 -0.38 -1.73  0.21
H10 -0.90 2.04 1.13  0.17
H11 -2.25 -0.79 -0.47  0.21
H12 2.68 0.34 -1.43  0.22

***

4.
The following is a quantum chemistry calculation of a 2-piece molecular cluster, C6H12O overall at a distorted geometry, from OMol25.

Calculated values
HOMO-LUMO gap: 10.0 eV
Total charge: 0
ΔE to the lowest compared entry with this formula, charge and spin: 3.064 eV
SMILES: C=C1CO[C@@H]1C.C
Calculated total energy: -8461.2901 eV

Last column: natural (NBO) charge in e.
Positions of all 19 atoms, in Å:
O1 0.89 1.53 0.28  -0.53
C1 -0.53 1.50 0.06  -0.11
C2 -0.73 -0.75 2.04  -0.89
C3 -1.23 -0.76 -1.07  -0.45
C4 1.05 0.17 -0.18  0.05
C5 1.77 0.05 -1.50  -0.62
C6 -0.44 0.07 -0.42  0.03
H1 1.19 0.60 -2.26  0.21
H2 1.53 -0.43 0.61  0.20
H3 -2.28 -0.52 -1.24  0.21
H4 1.80 -1.00 -1.79  0.21
H5 -0.03 0.07 2.25  0.21
H6 2.78 0.46 -1.45  0.22
H7 -0.85 2.14 -0.77  0.19
H8 -0.87 -1.74 -1.39  0.21
H9 -1.67 -0.57 2.56  0.21
H10 -1.03 -0.87 0.99  0.25
H11 -1.09 1.75 0.97  0.20
H12 -0.26 -1.69 2.31  0.21

***

5.
The following is a quantum chemistry calculation of C6H12O as an isolated structure, from OMol25.

Calculated values
HOMO-LUMO gap: 8.6 eV
Total charge: 0
ΔE to the lowest compared entry with this formula, charge and spin: 5.158 eV
Calculated total energy: -8459.1957 eV

Last column: natural (NBO) charge in e.
Positions of all 19 atoms, in Å:
O1 -0.22 -1.68 1.48  -0.70
C1 -1.35 -0.75 -1.71  -0.72
C2 -1.13 0.74 -0.05  -0.27
C3 0.48 0.63 1.82  -0.39
C4 0.28 0.51 0.31  -0.19
C5 0.70 -0.68 1.17  0.07
C6 1.33 1.15 -0.57  -0.60
H1 1.73 -1.02 1.05  0.18
H2 -2.00 -1.43 -1.18  0.22
H3 -0.41 0.71 2.44  0.23
H4 1.12 2.21 -0.70  0.22
H5 1.35 0.68 -1.56  0.20
H6 -1.74 -0.55 -2.71  0.23
H7 -1.78 0.12 0.56  0.17
H8 -0.33 -2.23 0.69  0.47
H9 2.34 1.04 -0.14  0.21
H10 1.33 1.22 2.16  0.22
H11 -1.40 0.42 -1.30  0.24
H12 -0.32 -1.11 -1.77  0.21

***

6.
The following is a quantum chemistry calculation of the molecule C6H12O at a distorted geometry, from OMol25.

Calculated values
HOMO-LUMO gap: 8.5 eV
Total charge: 0
ΔE to the lowest compared entry with this formula, charge and spin: 3.222 eV
SMILES: CC[C@H]1[C@@H](C)[C@@H]1O
Calculated total energy: -8461.1315 eV

Last column: natural (NBO) charge in e.
Positions of all 19 atoms, in Å:
O1 -1.17 1.86 0.93  -0.70
C1 1.12 0.84 -0.76  -0.22
C2 -1.05 -1.19 1.52  -0.62
C3 0.98 0.28 -2.16  -0.64
C4 -0.55 0.97 0.07  0.16
C5 0.62 0.24 0.49  -0.33
C6 0.30 -1.19 0.69  -0.39
H1 -2.03 -0.82 1.13  0.21
H2 0.20 -0.48 -2.24  0.20
H3 0.18 -1.67 -0.29  0.20
H4 0.70 1.11 -2.82  0.22
H5 -1.26 0.45 -0.58  0.17
H6 -1.22 -2.23 1.71  0.21
H7 1.90 -0.15 -2.60  0.21
H8 2.05 1.42 -0.65  0.21
H9 1.06 0.76 1.35  0.23
H10 1.13 -1.71 1.20  0.21
H11 -0.93 -0.64 2.47  0.21
H12 -2.01 2.14 0.54  0.48

***

7.
The following is a quantum chemistry calculation of C6H12O as an isolated structure at a distorted geometry, from OMol25.

Calculated values
HOMO-LUMO gap: 8.3 eV
Total charge: 0
ΔE to the lowest compared entry with this formula, charge and spin: 4.307 eV
Calculated total energy: -8460.0467 eV

Last column: natural (NBO) charge in e.
Positions of all 19 atoms, in Å:
O1 1.12 0.28 1.11  -0.77
C1 -0.53 -1.11 -0.03  -0.48
C2 0.73 -0.29 -0.24  0.21
C3 -0.02 1.60 0.01  -0.22
C4 1.92 -1.17 -0.63  -0.66
C5 -1.74 -0.18 -0.14  -0.38
C6 -1.39 1.18 0.46  -0.46
H1 2.84 -0.62 -0.84  0.21
H2 -1.99 -0.04 -1.20  0.19
H3 -1.42 1.12 1.55  0.21
H4 -0.48 -1.58 0.96  0.21
H5 -2.11 1.94 0.14  0.22
H6 1.71 -1.81 -1.48  0.21
H7 -0.61 -1.92 -0.76  0.21
H8 2.17 -1.84 0.22  0.22
H9 0.11 1.83 -1.02  0.19
H10 0.41 2.38 0.68  0.20
H11 -2.63 -0.59 0.35  0.21
H12 1.90 0.81 0.89  0.46

***

8.
The following is a quantum chemistry calculation of a 2-piece molecular cluster, C6H12O overall at a distorted geometry, from OMol25.

Calculated values
HOMO-LUMO gap: 9.5 eV
Total charge: 0
ΔE to the lowest compared entry with this formula, charge and spin: 2.972 eV
SMILES: C=C/C=C/CC.O
Calculated total energy: -8461.3815 eV

Last column: natural (NBO) charge in e.
Positions of all 19 atoms, in Å:
O1 -2.87 -0.22 -1.73  -0.96
C1 -0.14 3.11 0.44  -0.38
C2 0.69 0.80 0.21  -0.25
C3 1.40 -2.01 -0.18  -0.62
C4 0.43 -1.62 0.95  -0.45
C5 0.19 2.01 -0.26  -0.20
C6 0.04 -0.14 0.88  -0.14
H1 -2.58 -0.62 -2.48  0.47
H2 -0.45 -2.33 1.13  0.21
H3 1.35 -1.35 -1.07  0.22
H4 0.27 2.12 -1.33  0.20
H5 1.75 0.60 -0.16  0.20
H6 -0.31 4.04 -0.06  0.19
H7 0.74 -1.76 1.96  0.22
H8 -0.14 3.25 1.52  0.19
H9 2.34 -2.00 0.27  0.21
H10 -3.09 -0.77 -0.95  0.49
H11 -0.92 0.01 1.32  0.20
H12 1.30 -3.13 -0.46  0.21

***

9.
The following is a quantum chemistry calculation of a 3-piece molecular cluster, C6H12O overall at a distorted geometry, from OMol25.

Calculated values
HOMO-LUMO gap: 10.5 eV
Total charge: 0
ΔE to the lowest compared entry with this formula, charge and spin: 3.697 eV
Calculated total energy: -8460.6573 eV

Last column: natural (NBO) charge in e.
Positions of all 19 atoms, in Å:
O1 -0.66 -2.02 -1.44  -0.53
C1 -0.01 -1.59 2.00  -0.64
C2 0.15 -0.18 -0.13  -0.43
C3 0.85 1.51 -1.93  -0.64
C4 0.08 1.22 -0.63  -0.27
C5 -0.88 -0.98 -0.88  0.47
C6 -0.34 -0.27 1.29  -0.28
H1 0.17 1.07 1.64  0.14
H2 1.14 -0.63 -0.26  0.23
H3 -0.32 -1.53 3.04  0.22
H4 1.02 2.59 -1.99  0.22
H5 1.06 -1.80 1.96  0.21
H6 -1.90 -0.52 -0.84  0.10
H7 0.38 1.81 0.71  0.13
H8 0.33 1.23 -2.87  0.22
H9 -0.51 -2.50 1.59  0.23
H10 1.82 1.00 -1.95  0.21
H11 -0.95 1.60 -0.68  0.20
H12 -1.41 -0.02 1.37  0.20

***

10.
The following is a quantum chemistry calculation of the molecule C6H12O, from OMol25.

Calculated values
HOMO-LUMO gap: 11.1 eV
Total charge: 0
ΔE to the lowest compared entry with this formula, charge and spin: 0.056 eV
SMILES: CC1(O)CCCC1
Calculated total energy: -8464.2977 eV

Last column: natural (NBO) charge in e.
Positions of all 19 atoms, in Å:
O1 1.35 -0.29 1.55  -0.72
C1 1.64 -0.75 -0.81  -0.63
C2 0.70 -0.23 0.28  0.25
C3 -1.69 -0.25 -0.27  -0.40
C4 -0.58 -1.08 0.39  -0.42
C5 -1.33 1.17 0.16  -0.40
C6 0.19 1.21 -0.03  -0.43
H1 -2.69 -0.57 0.02  0.21
H2 -0.80 -1.21 1.45  0.22
H3 1.12 -0.82 -1.78  0.21
H4 -0.46 -2.08 -0.05  0.21
H5 2.51 -0.10 -0.94  0.20
H6 -1.58 1.30 1.23  0.20
H7 0.43 1.49 -1.06  0.20
H8 1.99 -1.75 -0.54  0.22
H9 -1.86 1.95 -0.40  0.21
H10 -1.62 -0.33 -1.37  0.19
H11 2.02 0.40 1.55  0.46
H12 0.67 1.95 0.63  0.21

***

Please write out number 6 again, unchanged.
The following is a quantum chemistry calculation of the molecule C6H12O at a distorted geometry, from OMol25.

Calculated values
HOMO-LUMO gap: 8.5 eV
Total charge: 0
ΔE to the lowest compared entry with this formula, charge and spin: 3.222 eV
SMILES: CC[C@H]1[C@@H](C)[C@@H]1O
Calculated total energy: -8461.1315 eV

Last column: natural (NBO) charge in e.
Positions of all 19 atoms, in Å:
O1 -1.17 1.86 0.93  -0.70
C1 1.12 0.84 -0.76  -0.22
C2 -1.05 -1.19 1.52  -0.62
C3 0.98 0.28 -2.16  -0.64
C4 -0.55 0.97 0.07  0.16
C5 0.62 0.24 0.49  -0.33
C6 0.30 -1.19 0.69  -0.39
H1 -2.03 -0.82 1.13  0.21
H2 0.20 -0.48 -2.24  0.20
H3 0.18 -1.67 -0.29  0.20
H4 0.70 1.11 -2.82  0.22
H5 -1.26 0.45 -0.58  0.17
H6 -1.22 -2.23 1.71  0.21
H7 1.90 -0.15 -2.60  0.21
H8 2.05 1.42 -0.65  0.21
H9 1.06 0.76 1.35  0.23
H10 1.13 -1.71 1.20  0.21
H11 -0.93 -0.64 2.47  0.21
H12 -2.01 2.14 0.54  0.48

***

Please write out number 9 again, unchanged.
The following is a quantum chemistry calculation of a 3-piece molecular cluster, C6H12O overall at a distorted geometry, from OMol25.

Calculated values
HOMO-LUMO gap: 10.5 eV
Total charge: 0
ΔE to the lowest compared entry with this formula, charge and spin: 3.697 eV
Calculated total energy: -8460.6573 eV

Last column: natural (NBO) charge in e.
Positions of all 19 atoms, in Å:
O1 -0.66 -2.02 -1.44  -0.53
C1 -0.01 -1.59 2.00  -0.64
C2 0.15 -0.18 -0.13  -0.43
C3 0.85 1.51 -1.93  -0.64
C4 0.08 1.22 -0.63  -0.27
C5 -0.88 -0.98 -0.88  0.47
C6 -0.34 -0.27 1.29  -0.28
H1 0.17 1.07 1.64  0.14
H2 1.14 -0.63 -0.26  0.23
H3 -0.32 -1.53 3.04  0.22
H4 1.02 2.59 -1.99  0.22
H5 1.06 -1.80 1.96  0.21
H6 -1.90 -0.52 -0.84  0.10
H7 0.38 1.81 0.71  0.13
H8 0.33 1.23 -2.87  0.22
H9 -0.51 -2.50 1.59  0.23
H10 1.82 1.00 -1.95  0.21
H11 -0.95 1.60 -0.68  0.20
H12 -1.41 -0.02 1.37  0.20

***

Q: Number 8 is which compound?
A: C6H12O